A molecular structure, C6H4Br2IN3 in a non-equilibrium geometry, computed with ωB97M-V with the def2-TZVPD basis set.

```
16
C6H4Br2IN3, DFT ωB97M-V with the def2-TZVPD basis set
C -2.200 -0.051 0.426
C -1.596 0.595 -0.568
C -1.448 -1.067 1.147
C 1.661 1.128 -0.486
C -0.193 0.083 -0.979
C 1.727 -0.182 0.237
N -0.185 -1.307 1.023
N 0.614 1.253 -1.178
N 0.452 -0.659 0.015
Br 3.243 2.176 -0.494
Br 2.249 -0.053 2.026
I 3.057 -1.601 -0.852
H -3.190 0.352 0.618
H -2.089 1.456 -1.022
H -1.969 -1.683 1.992
H -0.133 -0.439 -1.907
```

Properties
**Kohn-Sham gap**: 8.121 eV
**HOMO**: -8.69 eV
**ΔE to the lowest compared entry with this formula, charge and spin**: 44.5 kcal/mol
**Strongest force on any atom**: 3.243 eV/A


2 unconnected molecules or ions with the total composition C6H4Br3N3O2 in a non-equilibrium geometry, computed with ωB97M-V with the def2-TZVPD basis set.

```
18
C6H4Br3N3O2, DFT ωB97M-V with the def2-TZVPD basis set
C -2.093 0.938 -1.138
C -0.917 1.948 0.718
C -0.077 0.019 -0.240
C -1.974 1.939 -0.186
C -1.155 -0.064 -1.087
C -0.002 0.931 0.744
N 2.611 -1.032 -0.387
N 1.372 -1.489 -0.393
N 1.108 -2.151 0.819
O -0.071 -2.113 1.068
O 2.014 -2.704 1.398
Br -3.296 3.286 0.059
Br -1.331 -1.565 -2.304
Br 1.479 1.164 1.956
H -3.127 0.750 -1.700
H -0.887 2.593 1.506
H 3.093 -1.110 -1.325
H 3.253 -1.340 0.493
```

Properties
**Kohn-Sham gap (alpha / beta)**: 7.888 / 7.881 eV
**HOMO (alpha / beta)**: -9.03 / -9.03 eV
**ΔE to the lowest compared entry with this formula, charge and spin**: 50.6 kcal/mol
**Strongest force on any atom**: 4.027 eV/A